{
  "formula": "C22H44N3RuS2Si5Te",
  "method": "ωB97M-V/def2-TZVPD",
  "spin_multiplicity": 5,
  "charge": 1,
  "e_homo_ev": [-10.407, -11.105],
  "s2": 6.05,
  "lumo_energy_ha": [-0.134, -0.188],
  "elements": ["Te", "Ru", "S", "S", "Si", "Si", "Si", "Si", "Si", "N", "N", "N", "C", "C", "C", "C", "C", "C", "C", "C", "C", "C", "C", "C", "C", "C", "C", "C", "C", "C", "C", "C", "C", "C", "H", "H", "H", "H", "H", "H", "H", "H", "H", "H", "H", "H", "H", "H", "H", "H", "H", "H", "H", "H", "H", "H", "H", "H", "H", "H", "H", "H", "H", "H", "H", "H", "H", "H", "H", "H", "H", "H", "H", "H", "H", "H", "H", "H"],
  "positions_angstrom": [[-1.460, 0.238, -1.356], [-1.127, 2.378, 0.107], [-5.628, 0.886, 1.393], [-2.627, 1.259, 1.805], [3.878, 2.136, 0.427], [-0.520, -1.894, -0.325], [-0.086, -2.047, 1.986], [1.419, -2.137, -1.669], [-2.222, -3.369, -1.031], [-4.183, 2.411, -0.056], [-0.807, 4.485, -0.007], [-3.070, 3.107, -0.170], [-3.857, -2.813, -0.296], [0.201, 5.307, 0.270], [-5.222, -0.224, 2.746], [-0.321, 6.624, -1.655], [0.736, -0.544, 2.720], [4.566, 1.750, -1.261], [-2.319, -3.389, -2.900], [-1.575, 4.700, -1.092], [1.091, -3.511, 2.040], [4.308, 3.880, 0.942], [1.135, -1.472, -3.395], [-1.343, 5.738, -1.971], [2.822, -1.213, -0.847], [-1.642, -2.488, 2.925], [4.459, 0.913, 1.709], [2.027, 2.057, 0.324], [1.777, -3.974, -1.747], [0.448, 6.418, -0.518], [-1.788, -5.077, -0.392], [0.802, 2.010, 0.327], [-4.108, 1.596, 0.992], [-2.614, 3.656, -1.267], [3.687, -1.173, -1.515], [4.189, 2.453, -2.006], [-2.069, -3.429, 2.571], [5.384, 3.985, 1.100], [2.070, -3.249, 1.635], [-4.788, 0.318, 3.583], [-1.944, 5.853, -2.862], [-3.073, 3.478, -2.237], [-3.894, -3.033, 0.773], [3.972, 1.091, 2.669], [-0.818, -5.417, -0.758], [-6.171, -0.661, 3.049], [-4.684, -3.342, -0.776], [0.812, 5.053, 1.126], [-3.153, -4.027, -3.207], [4.014, 4.598, 0.173], [0.116, 0.351, 2.658], [4.294, 0.742, -1.579], [0.948, -0.742, 3.774], [1.236, -3.826, 3.077], [-1.768, -5.106, 0.699], [2.698, -4.140, -2.312], [-2.396, -1.707, 2.841], [0.714, -4.373, 1.486], [-2.540, -5.795, -0.729], [-4.554, -1.012, 2.411], [-1.409, -3.802, -3.341], [0.273, -1.935, -3.879], [3.806, 4.147, 1.873], [5.656, 1.819, -1.256], [2.526, -0.189, -0.606], [-0.119, 7.469, -2.299], [-4.032, -1.742, -0.427], [-2.485, -2.399, -3.329], [2.017, -1.690, -4.004], [4.256, -0.114, 1.405], [3.135, -1.704, 0.076], [1.249, 7.095, -0.257], [1.678, -0.324, 2.216], [-1.399, -2.610, 3.984], [0.978, -4.518, -2.254], [1.912, -4.408, -0.755], [0.991, -0.390, -3.402], [5.537, 1.012, 1.857]]
}


{
  "formula": "C22H44N4O6",
  "method": "ωB97M-V/def2-TZVPD",
  "smiles": "CCCCNC(=O)N1CCOCCOCCN(C(=O)NCCCC)CCOCCOCC1",
  "e_homo_ev": -8.736,
  "lumo_energy_ha": 0.028,
  "elements": ["O", "O", "O", "O", "O", "O", "N", "N", "N", "N", "C", "C", "C", "C", "C", "C", "C", "C", "C", "C", "C", "C", "C", "C", "C", "C", "C", "C", "C", "C", "C", "C", "H", "H", "H", "H", "H", "H", "H", "H", "H", "H", "H", "H", "H", "H", "H", "H", "H", "H", "H", "H", "H", "H", "H", "H", "H", "H", "H", "H", "H", "H", "H", "H", "H", "H", "H", "H", "H", "H", "H", "H", "H", "H", "H", "H"],
  "positions_angstrom": [[-1.986, -1.189, 2.329], [-2.248, -0.330, -2.221], [3.374, -1.496, 0.845], [2.558, 2.630, -0.936], [0.922, -0.355, -2.118], [0.475, -2.685, -0.049], [3.471, 0.631, -1.493], [-2.789, -0.030, 0.557], [3.584, 1.415, 0.682], [-2.280, -2.277, 0.358], [-4.104, 2.015, 0.875], [2.974, 0.784, -2.839], [0.953, -1.905, 1.033], [3.380, 2.406, 1.716], [-1.272, 0.487, -2.830], [-2.321, -1.150, 1.153], [-4.046, 2.539, -0.559], [4.259, -0.539, -1.188], [-1.671, -3.460, 0.917], [-0.309, -3.807, 0.274], [2.380, -2.282, 1.467], [-1.868, -1.692, -2.048], [2.596, 1.851, 2.903], [-5.282, 3.361, -0.903], [-2.854, 1.227, 1.266], [-2.785, -2.335, -0.994], [0.448, 0.757, 3.656], [1.845, -0.212, -3.171], [3.146, 1.618, -0.585], [3.470, -1.696, -0.557], [1.145, 1.537, 2.549], [-0.019, 0.689, -1.962], [2.471, -1.749, -0.997], [-6.182, 2.757, -0.806], [-4.207, 2.859, 1.560], [2.259, -1.213, -3.317], [0.230, -4.496, 0.941], [-3.154, 3.159, -0.678], [2.629, 2.576, 3.719], [-2.337, -4.323, 0.800], [2.849, 3.243, 1.257], [4.693, -0.891, -2.127], [3.770, 0.472, 0.990], [-1.980, -2.211, -3.011], [-1.550, -3.261, 1.985], [3.994, -2.646, -0.746], [4.361, 2.760, 2.060], [0.275, -1.950, 1.887], [-0.314, 0.672, -0.909], [-5.372, 4.216, -0.235], [-2.807, 0.021, -0.452], [1.042, -0.111, 3.935], [-5.227, 3.730, -1.925], [-4.980, 1.374, 0.996], [-0.526, 0.401, 3.332], [2.607, 1.811, -2.911], [0.319, 1.378, 4.540], [0.970, -0.876, 0.663], [-0.465, -4.304, -0.688], [2.508, -2.099, 2.535], [-1.770, 1.446, -2.990], [3.089, 0.938, 3.249], [5.080, -0.266, -0.517], [-0.828, -1.766, -1.721], [-2.871, 0.990, 2.332], [3.786, 0.650, -3.562], [0.437, 1.662, -2.172], [0.609, 2.468, 2.355], [1.351, 0.101, -4.101], [-3.765, -1.848, -1.045], [2.560, -3.348, 1.261], [-2.919, -3.390, -1.241], [1.130, 0.954, 1.627], [-3.968, 1.703, -1.256], [-1.960, 1.833, 1.062], [-0.986, 0.066, -3.805]]
}


{
  "formula": "C22H44O30S7",
  "method": "ωB97M-V/def2-TZVPD",
  "e_homo_ev": -8.756,
  "lumo_energy_ha": -0.004,
  "elements": ["S", "S", "S", "S", "S", "S", "S", "O", "O", "O", "O", "O", "O", "O", "O", "O", "O", "O", "O", "O", "O", "O", "O", "O", "O", "O", "O", "O", "O", "O", "O", "O", "O", "O", "O", "O", "O", "C", "C", "C", "C", "C", "C", "C", "C", "C", "C", "C", "C", "C", "C", "C", "C", "C", "C", "C", "C", "C", "C", "H", "H", "H", "H", "H", "H", "H", "H", "H", "H", "H", "H", "H", "H", "H", "H", "H", "H", "H", "H", "H", "H", "H", "H", "H", "H", "H", "H", "H", "H", "H", "H", "H", "H", "H", "H", "H", "H", "H", "H", "H", "H", "H", "H"],
  "positions_angstrom": [[1.748, -1.046, 6.753], [7.325, 2.979, 4.460], [4.381, -2.757, 2.942], [8.263, -0.840, 4.156], [3.618, 2.781, 9.141], [1.424, 2.865, 1.280], [8.803, 0.354, 1.262], [8.067, 4.111, 5.402], [7.205, 0.732, 1.626], [3.927, 3.925, 8.323], [2.640, 3.073, 10.199], [3.160, 1.341, 8.355], [5.901, 2.798, 4.836], [1.919, -2.638, 6.567], [6.051, -2.772, 2.830], [5.021, 2.100, 9.745], [2.981, -0.444, 7.144], [9.701, 0.017, 4.475], [9.736, 0.714, 2.351], [4.441, -2.802, 4.535], [7.300, 0.110, 3.556], [3.824, -1.480, 2.409], [5.977, 0.060, 4.764], [0.172, 3.566, 1.013], [1.236, 1.654, 2.448], [7.397, 3.987, 3.129], [2.184, 2.316, 0.229], [1.435, -0.955, 5.123], [8.459, -2.150, 3.586], [0.588, -0.713, 7.587], [8.118, -0.898, 5.851], [2.286, 2.521, 5.260], [3.953, -4.026, 2.342], [8.497, -1.256, 1.238], [2.292, 3.716, 2.436], [9.232, 0.767, -0.075], [8.153, 1.826, 4.272], [9.626, 0.840, 5.557], [8.462, 0.391, 6.377], [7.206, -1.492, 1.590], [5.175, 0.288, 5.850], [4.014, 0.785, 3.823], [7.755, 5.326, 3.484], [6.325, -0.273, 1.428], [4.329, 0.608, 7.968], [5.551, 0.941, 3.666], [2.290, -1.786, 4.367], [6.728, -2.481, 4.030], [3.834, 0.796, 5.340], [1.152, 2.113, 7.324], [1.184, 2.048, 3.775], [2.343, -3.053, 5.263], [2.949, 3.295, 6.249], [2.306, 3.068, 3.698], [5.724, -2.950, 5.071], [1.948, 3.394, 7.380], [1.144, 1.916, 5.803], [7.794, 5.376, 4.964], [5.294, 0.800, 9.230], [7.237, -1.900, 2.601], [3.223, -1.277, 4.125], [0.296, 2.354, 5.276], [5.879, -0.176, 0.438], [0.169, 2.300, 7.756], [8.736, 5.581, 3.084], [2.522, 3.377, 8.307], [2.138, 3.886, 4.398], [1.292, 4.261, 7.307], [1.659, -1.916, 3.487], [0.993, 0.850, 5.638], [0.264, 2.599, 3.969], [7.731, -2.875, 4.190], [4.920, 0.996, 7.138], [1.345, 1.167, 4.397], [5.762, -3.961, 5.474], [7.680, 1.115, 6.151], [5.653, 1.075, 6.434], [1.603, -3.792, 4.955], [3.901, 2.836, 6.518], [9.511, 1.830, 5.114], [6.938, 5.886, 3.028], [8.508, 6.061, 5.423], [3.634, -0.076, 3.273], [3.343, -3.483, 5.311], [8.551, 0.272, 7.457], [4.078, -0.451, 7.913], [5.914, 1.963, 3.777], [1.692, 1.306, 7.819], [5.024, -0.594, 6.474], [6.795, 5.594, 5.341], [5.741, -2.241, 5.899], [3.260, 4.269, 5.872], [3.038, 0.086, 5.565], [5.983, 0.657, 2.707], [3.332, 2.760, 3.897], [6.355, 0.692, 9.005], [6.873, -2.269, 0.903], [5.027, 0.102, 10.023], [5.494, -0.113, 2.115], [10.596, 1.016, 6.022], [6.797, -1.393, 4.047], [3.663, 1.789, 5.755], [3.556, 1.702, 3.451]]
}